Entry from the Open Molecules 2025 dataset: one molecule with the formula C8H14 in a non-equilibrium geometry (ωB97M-V/def2-TZVPD).

```
! wB97M-V def2-TZVPD RIJCOSX def2/J DEFGRID3
* xyz 0 1
C -1.6306 2.2390 1.0199
C -1.4414 1.6639 -0.3842
C -0.2182 0.7607 -0.5176
C -0.2830 -0.5512 0.2184
C -1.4153 -1.1832 0.5176
C 1.0575 -1.2248 0.4934
C 2.0251 -1.1453 -0.6507
C 2.8459 -2.1293 -1.0147
H -2.5908 2.7252 1.1833
H -0.9158 3.0638 1.1435
H -1.3990 1.4951 1.7743
H -1.3958 2.4218 -1.1670
H -2.3710 1.1355 -0.6231
H 0.6546 1.3391 -0.1940
H -0.1095 0.5422 -1.5807
H -2.3709 -0.6854 0.5893
H -1.3414 -2.2407 0.7440
H 1.4644 -0.6850 1.3479
H 0.9044 -2.2796 0.7213
H 2.1795 -0.2059 -1.1745
H 3.7394 -1.8774 -1.5745
H 2.6118 -3.1786 -0.8717
*
```

Properties
M (g/mol): 110.20
SMILES: C=CCC(=C)CCC
Total energy (eV): -8521.37057
Energy relative to the best compared isomer or geometry (same formula, charge and spin) (kcal per mole): 39.4
HOMO-LUMO gap (eV): 10.2
LUMO energy (eV): 1.06

=====

Entry from the Open Molecules 2025 dataset: C36H27CrIO2PS2 as an isolated structure (ωB97M-V/def2-TZVPD).

```
! wB97M-V def2-TZVPD RIJCOSX def2/J DEFGRID3
* xyz -1 5
Cr -0.0179 -0.0430 -0.1631
I 0.0201 -0.1592 2.5527
C 1.9069 -0.0298 3.4825
C 1.7267 0.0002 4.8730
C 2.8149 0.1040 5.7166
C 4.0742 0.1812 5.1609
C 4.2844 0.1528 3.7722
C 5.6156 0.2399 3.2994
C 5.8880 0.2298 1.9363
C 4.8598 0.1215 1.0418
C 3.4894 0.0057 1.4398
P 2.4582 -0.0943 0.0076
C 3.0012 1.3158 -1.0389
C 3.6027 1.2137 -2.2890
C 3.9423 2.3567 -3.0026
C 3.6969 3.6122 -2.4703
C 3.1255 3.7221 -1.2090
C 2.7868 2.5844 -0.5000
C 3.0027 -1.5835 -0.9144
C 3.7249 -2.5650 -0.2404
C 4.0566 -3.7542 -0.8718
C 3.6703 -3.9793 -2.1838
C 2.9315 -3.0159 -2.8557
C 2.5896 -1.8341 -2.2210
C 3.1632 0.0396 2.8499
H 0.7304 -0.0583 5.2875
H 2.6753 0.1261 6.7895
H 4.9481 0.2659 5.7962
H 6.4107 0.3261 4.0285
H 6.9076 0.3067 1.5778
H 5.0949 0.1137 -0.0166
H 3.8152 0.2425 -2.7140
H 4.4079 2.2602 -3.9764
H 3.9616 4.5014 -3.0269
H 2.9301 4.6969 -0.7807
H 2.3365 2.6760 0.4812
H 4.0243 -2.3913 0.7844
H 4.6136 -4.5081 -0.3300
H 3.9276 -4.9085 -2.6757
H 2.5972 -3.1958 -3.8698
H 1.9602 -1.1211 -2.7367
C 0.2372 1.1224 -4.2912
C 0.0769 1.3228 -2.8040
O 0.1207 0.2811 -2.1195
C -0.0981 2.6431 -2.2566
C -0.1156 3.7638 -3.1192
C -0.2630 5.0399 -2.6502
C -0.4048 5.2339 -1.2624
C -0.3819 4.1823 -0.3939
C -0.2161 2.8407 -0.8509
O -0.1538 1.9123 0.0323
H 0.2915 0.0551 -4.4899
H 1.1498 1.6083 -4.6404
H -0.6024 1.5541 -4.8352
H 0.0017 3.6066 -4.1822
H -0.2731 5.8818 -3.3279
H -0.5294 6.2387 -0.8760
H -0.4767 4.3228 0.6746
S -2.3443 -0.1312 0.0138
C -2.7197 -1.8550 0.0332
C -4.0394 -2.2643 0.2066
C -4.3755 -3.6068 0.2334
C -3.3802 -4.5655 0.0856
C -2.0662 -4.1685 -0.0911
C -1.7155 -2.8189 -0.1252
S -0.0300 -2.3860 -0.3973
H -4.8059 -1.5089 0.3252
H -5.4075 -3.9022 0.3734
H -3.6254 -5.6199 0.1088
H -1.2841 -4.9078 -0.2087
*
```

Properties
M (g/mol): 765.62
Total energy (eV): -109350.75566
<S²>: 6.081
Energy relative to the best compared isomer or geometry (same formula, charge and spin) (kcal per mole): 0.0
HOMO-LUMO gap (spin up / spin down) (eV): 4.2 / 6.4
LUMO energy (spin up / spin down) (eV): 2.20 / 1.95

=====

Entry from the Open Molecules 2025 dataset: one molecule with the formula C6H10O8S in a non-equilibrium geometry (ωB97M-V/def2-TZVPD).

```
! wB97M-V def2-TZVPD RIJCOSX def2/J DEFGRID3
* xyz 0 1
C -0.5693 -0.9232 -0.4569
C 0.7144 -0.9741 0.3998
C -1.8842 -0.5200 0.2966
C 1.9142 -0.7364 -0.5587
C -1.8953 0.9640 0.2108
C 1.9409 0.7351 -0.7727
O 0.2516 2.6941 0.5606
O -0.4732 2.2720 -1.7820
O -0.7564 -2.2644 -0.8368
O 0.7291 -0.1403 1.5577
O -2.9520 -1.0104 -0.4608
O 3.0763 -1.3139 -0.0749
O -2.1092 1.5426 1.3927
O 2.8753 1.3776 -0.1539
S -0.0907 1.6821 -0.4786
H -0.3542 -0.3538 -1.3987
H 0.6879 -2.1327 0.6561
H -1.9103 -1.0264 1.3574
H 1.7249 -1.1792 -1.5116
H -1.5863 -2.2059 -1.2113
H 0.3489 0.7117 1.3461
H -3.8425 -0.7961 -0.1500
H 3.1864 -1.1649 0.8462
H -1.8098 2.4544 1.3278
H 2.7835 2.3081 -0.1048
*
```

Properties
M (g/mol): 242.21
Total energy (eV): -33591.97434
Energy relative to the best compared isomer or geometry (same formula, charge and spin) (kcal per mole): 138.6
HOMO-LUMO gap (spin up / spin down) (eV): 7.3 / 6.9
LUMO energy (spin up / spin down) (eV): -1.50 / -1.59

=====

Question: Among the records above, which one has the lowest M?
Answer: C8H14

=====

Question: Among the records above, which one has the highest M?
Answer: C36H27CrIO2PS2